## i
11
Properties=species:S:1:pos:R:3:nbo_charge:R:1 method="wB97M-V/def2-TZVPD" orbital_gap_ha=0.3432 homo_energy_ha=-0.34622 e_lumo_ev=-0.082 mol_weight_g_mol=196.0
C -0.66208 0.63398 0.18200 -0.5482
C 0.78282 0.71930 -0.17862 0.1215
C -1.32098 -0.72331 -0.03046 0.1513
N -0.83284 -1.86672 -0.09249 -0.5895
N 1.64458 0.04283 0.44438 -0.5790
I 3.61074 0.14313 -0.06544 0.2793
H -1.22250 1.37678 -0.39123 0.2296
H 1.02501 1.39534 -1.00465 0.1664
H -0.80262 0.85921 1.24470 0.2555
H -2.40316 -0.65284 -0.12184 0.1627
H 0.18104 -1.92769 0.01365 0.3504


## ii
11
Properties=species:S:1:pos:R:3:nbo_charge:R:1 method="wB97M-V/def2-TZVPD" orbital_gap_ha=0.2712 homo_energy_ha=-0.32404 e_lumo_ev=-1.437 mol_weight_g_mol=196.0
H 0.85700 3.43001 -0.23641 0.3332
N 1.23752 2.54928 -0.12240 -0.5466
C 0.27716 1.72085 0.09303 -0.0394
C 0.45458 0.36943 0.00513 -0.0360
I 2.15937 -0.70781 -0.07245 0.2649
N -0.98129 -0.51340 0.16848 -0.3100
C -0.85951 -1.90634 0.06828 -0.5015
H -0.69934 1.94893 0.17872 0.1956
H -1.77857 -2.24125 -0.32986 0.2161
H -0.52262 -2.45545 0.93112 0.2220
H -0.14429 -2.19425 -0.68362 0.2018


Energy relative to the most stable one, in eV: i 0.000; ii 2.970


## i
15
Properties=species:S:1:pos:R:3:nbo_charge:R:1 method="wB97M-V/def2-TZVPD" orbital_gap_ha=0.2152 homo_energy_ha=-0.44019 e_lumo_ev=-6.123 mol_weight_g_mol=114.2 charge=+1
C 2.38799 -1.43865 -0.37158 -0.0622
C 1.65134 -2.46778 0.02223 0.0672
C 0.57571 -2.30030 -1.00517 -0.2867
C -2.30371 1.76328 1.11935 -0.7902
C 0.31066 1.57331 0.03493 -0.3817
N 1.18860 -0.97689 -0.79718 -0.3533
S -1.16307 2.21638 -0.18936 0.7188
H 3.35238 -0.96720 -0.15772 0.2503
H 0.89104 -2.71843 -1.93228 0.2421
H -0.46805 -2.32885 -0.76308 0.2178
H -2.12310 0.81165 1.59632 0.2665
H -3.33253 1.79136 0.76163 0.2831
H -2.44287 2.50891 1.77345 0.2670
H 0.41012 0.64886 0.62066 0.2839
H 1.06549 1.88435 -0.71223 0.2776


## ii
15
Properties=species:S:1:pos:R:3:nbo_charge:R:1 method="wB97M-V/def2-TZVPD" orbital_gap_ha=0.2844 homo_energy_ha=-0.47728 e_lumo_ev=-5.247 mol_weight_g_mol=114.2 charge=+1
C 0.38840 0.88355 1.56490 -0.1436
C -0.24068 1.71035 0.71807 -0.3453
S -0.90474 1.77457 -0.86934 0.4211
C -1.04680 0.06685 -1.53963 -0.4881
C 0.08448 -0.90757 -1.06671 -0.5313
C 0.58028 -1.21002 0.28596 0.2347
N 0.76795 -0.42208 1.34012 -0.4055
H 0.82957 1.21570 2.53002 0.2490
H -0.34703 2.76878 1.13486 0.2852
H -1.01113 0.06330 -2.53350 0.2434
H -2.01769 -0.21308 -1.25339 0.2457
H -0.04490 -1.92176 -1.37092 0.2677
H 0.96615 -0.66719 -1.73148 0.2963
H 0.70241 -2.16404 0.70761 0.2200
H 1.29371 -0.97737 2.08345 0.4506


Energy relative to the most stable one, in eV: i 5.178; ii 0.000


## i
14
Properties=species:S:1:pos:R:3:nbo_charge:R:1 method="wB97M-V/def2-TZVPD" orbital_gap_ha="0.3144 / 0.3336" homo_energy_ha="-0.55468 / -0.55141" e_lumo_ev="-6.538 / -5.926" mol_weight_g_mol=103.1 charge=+1
C -1.27505 -0.27874 0.90469 0.3694
C -1.07193 -1.27695 -0.21687 -0.1732
N -2.35795 -0.07221 1.42579 -0.5257
N 0.05372 0.11377 1.21516 -0.4332
N 1.80024 1.14511 -1.05958 -0.5754
N 0.87647 -0.23301 0.12442 0.1068
O 0.27618 -1.21949 -0.62189 -0.2708
H -1.22556 -2.36761 0.12908 0.2585
H -1.69414 -1.11683 -1.15941 0.2569
H -2.18315 0.52243 2.21623 0.3582
H 0.44338 0.85475 1.72651 0.4355
H 1.73401 0.56192 -1.96146 0.3860
H 1.14586 1.91218 -0.92811 0.3634
H 1.83035 -0.51297 0.41722 0.4438


## ii
14
Properties=species:S:1:pos:R:3:nbo_charge:R:1 method="wB97M-V/def2-TZVPD" orbital_gap_ha="0.3147 / 0.3147" homo_energy_ha="-0.51494 / -0.51494" e_lumo_ev="-5.448 / -5.450" mol_weight_g_mol=103.1 charge=+1
H -2.27796 1.97158 0.59183 0.3866
N -1.91498 1.20596 -0.01601 -0.1879
N -0.66182 1.12858 0.05045 -0.1848
C 0.00410 0.17446 -0.68890 0.0213
C -1.09348 -1.13763 -0.10711 0.4301
O -2.05056 -0.87881 0.49319 -0.3617
N 1.38255 -0.00461 -0.53772 -0.4327
N 1.77955 -0.17552 0.83445 -0.7054
H -0.08722 1.57780 0.81698 0.4326
H -0.32127 -0.01926 -1.74339 0.2657
H -0.82524 -2.04812 -0.70481 0.1946
H 1.58429 -0.87933 -1.03450 0.3720
H 2.59920 0.34302 1.09614 0.3965
H 1.88286 -1.25812 0.94939 0.3732


## iii
14
Properties=species:S:1:pos:R:3:nbo_charge:R:1 method="wB97M-V/def2-TZVPD" orbital_gap_ha=0.3752 homo_energy_ha=-0.51623 e_lumo_ev=-3.837 mol_weight_g_mol=103.1 charge=+1
C -0.96581 0.44464 0.68259 0.8862
C 1.41421 -0.07601 -0.83917 -0.0917
N -1.00454 -0.76675 1.19495 -0.4552
N 0.47083 0.65658 -0.53935 -0.1403
N 0.26404 1.89126 -0.92224 -0.6155
N -0.21080 -1.86382 0.80054 -0.6909
O -1.50333 1.48478 0.80147 -0.4681
H 1.23477 -1.09904 -0.85907 0.2336
H 2.14237 0.33579 -1.63087 0.1971
H -1.92881 -1.01441 1.67184 0.4365
H 1.06311 2.31471 -1.50928 0.4157
H -0.51836 2.46214 -0.41158 0.4556
H -0.70279 -2.35078 -0.04172 0.4038
H 0.24511 -2.41910 1.60189 0.4331


## iv
14
Properties=species:S:1:pos:R:3:nbo_charge:R:1 method="wB97M-V/def2-TZVPD" orbital_gap_ha=0.3771 homo_energy_ha=-0.54994 e_lumo_ev=-4.703 mol_weight_g_mol=103.1 charge=+1
C -1.50131 0.61408 -0.11034 0.4971
C 0.34153 -0.69423 0.69502 -0.1641
N -1.04312 1.69565 -0.25850 -0.4400
N 1.21622 0.06185 0.18759 0.2546
N 2.05724 -0.28423 -0.87827 -0.6149
N -2.35599 -0.32603 -0.10822 -0.8116
O 1.22396 1.35811 0.36190 -0.4667
H -0.23850 -0.23411 1.54875 0.2772
H 0.41115 -1.75137 0.39578 0.2503
H 0.26159 1.79180 0.26777 0.4917
H 2.27193 -1.30464 -1.00187 0.4077
H 2.79915 0.31153 -1.21067 0.4416
H -3.26596 0.02413 -0.16140 0.4419
H -2.17790 -1.26253 0.27246 0.4353


Energy relative to the most stable one, in eV: i 2.584; ii 0.959; iii 0.000; iv 0.752


## i
8
Properties=species:S:1:pos:R:3:nbo_charge:R:1 method="wB97M-V/def2-TZVPD" orbital_gap_ha=0.4146 homo_energy_ha=-0.38976 e_lumo_ev=0.677 mol_weight_g_mol=138.9
C 0.89473 0.00915 0.66720 -0.2843
O -0.13760 -0.62384 -0.04753 -0.5090
C -0.99651 0.05093 -0.71849 0.7779
O -0.95551 1.16687 -0.99522 -0.5440
Br -2.33914 -1.18957 -1.49668 -0.0678
H 1.91251 -0.10878 0.11705 0.2059
H 0.95714 -0.40987 1.76431 0.2108
H 0.66439 1.10512 0.70937 0.2105


## ii
8
Properties=species:S:1:pos:R:3:nbo_charge:R:1 method="wB97M-V/def2-TZVPD" orbital_gap_ha=0.4010 homo_energy_ha=-0.38365 e_lumo_ev=0.471 mol_weight_g_mol=138.9
O 1.76585 0.09307 -1.57709 -0.5193
C 1.43089 0.18049 -0.43576 0.6750
O 0.33103 -0.08806 0.40649 -0.6060
C -1.19014 0.04289 0.48114 -0.1063
Br -1.90059 -1.13818 -0.95965 -0.0091
H 2.23426 0.18451 0.40932 0.1079
H -1.43306 -0.40294 1.43518 0.2283
H -1.23824 1.12821 0.24037 0.2296


Energy relative to the most stable one, in eV: i 0.000; ii 1.372